Record 1
ORCA calculation (wB97M-V/def2-TZVPD) on a 13-piece molecular cluster, C46H126N8O15 overall in a non-equilibrium geometry.

Each line ends with the Mulliken charge.
Positions of all 195 atoms, in Å:
O 2.766 -2.288 2.789  -0.58
O -3.931 6.248 5.694  -0.20
O 4.293 -1.426 -7.047  -0.20
O 0.071 -3.970 -0.337  0.10
O 3.814 -3.076 -3.271  -0.52
O 0.291 4.439 -1.815  0.06
O -0.012 -5.537 -4.619  -0.50
O -0.123 0.965 -0.352  0.40
O -1.212 -1.204 4.659  0.28
O -2.200 1.433 -4.401  -0.43
O 5.584 -5.492 1.198  -0.59
O 0.704 3.113 4.909  -0.40
O -4.431 -1.133 -0.388  -0.56
O -4.001 2.620 4.179  -0.29
O 5.044 1.815 -3.269  -0.50
N -6.028 4.403 4.864  -0.32
N 3.304 -0.396 -4.587  0.25
N 2.226 -5.147 -1.852  0.35
N -1.011 0.678 -7.741  -0.59
N 2.051 -2.009 -0.059  0.42
N -2.613 3.940 6.232  -0.77
N -1.893 7.348 -2.508  -0.76
N -2.109 -2.760 7.882  -0.71
C -4.086 2.478 2.730  -1.06
C -3.415 -2.060 -0.855  1.09
C -1.445 1.342 -0.013  -0.38
C 2.399 -0.786 -5.660  1.32
C -0.071 6.398 -3.890  -1.33
C 3.025 -0.738 -7.040  -1.19
C -0.561 5.051 6.793  -1.58
C 2.593 -1.571 5.074  -1.72
C 0.590 -4.820 -3.581  1.07
C -1.924 2.313 -3.339  -0.53
C 4.884 -5.059 -3.997  -1.18
C -1.949 -0.963 -6.272  -1.23
C -0.701 -4.784 -5.583  -0.68
C -3.408 7.566 5.578  -1.03
C 4.351 -3.729 -4.463  -0.15
C 1.391 2.086 4.219  -0.38
C -1.297 1.456 -5.425  0.00
C -0.417 5.679 -1.537  -0.91
C -1.285 4.262 5.662  0.71
C 0.333 -0.244 0.286  0.95
C 0.514 -6.744 -1.995  -1.68
C 5.487 -3.340 0.173  -0.56
C 4.920 -4.780 0.148  0.81
C 1.382 -5.785 -2.824  -0.20
C 5.903 2.205 -2.211  -0.73
C 4.873 -1.546 -8.332  -0.86
C 1.008 -1.108 -2.045  1.27
C 1.068 4.024 -0.757  -0.37
C -1.138 6.154 -2.819  1.08
C -5.839 4.822 6.277  -0.56
C -0.227 -3.755 1.991  -0.43
C -1.815 0.522 -6.543  0.41
C -1.998 -1.712 5.717  -0.77
C -1.165 -2.439 6.826  0.41
C -5.191 6.218 6.365  -0.86
C 2.940 0.886 -3.990  -0.65
C 3.767 1.431 -2.784  -0.39
C -1.968 -0.724 3.641  -0.46
C -0.705 2.909 5.078  -0.16
C 2.151 -1.369 3.611  1.08
C -0.031 -4.724 0.814  -0.86
C -6.320 2.993 4.724  -1.18
C -0.561 -3.776 6.464  -1.30
C 1.479 -0.783 -0.570  0.69
C -3.902 -3.387 -0.397  -1.17
C -4.984 2.133 4.973  -0.49
H -4.212 8.246 5.299  0.37
H -2.441 -1.773 -0.458  -0.63
H 0.585 -0.067 1.332  -0.37
H 5.078 -5.186 -0.851  -0.03
H 0.860 -5.316 1.022  0.18
H -0.119 -4.273 7.327  0.38
H -0.078 -7.383 -2.651  0.48
H 5.158 -2.816 -0.724  -0.03
H -0.048 4.442 7.537  0.35
H -1.447 1.498 1.065  0.18
H -2.798 2.292 -2.688  0.23
H -5.205 1.071 4.858  0.57
H -1.281 -0.147 3.022  -0.32
H 1.901 -1.125 5.788  0.25
H -2.813 0.911 -6.746  0.36
H 5.136 -3.136 -4.932  0.46
H 1.093 -1.478 3.372  -0.33
H -7.090 2.649 5.415  0.48
H 4.258 -0.429 -4.918  0.29
H 0.752 -0.254 -2.671  -0.54
H -4.906 2.992 2.229  0.44
H -0.961 2.159 -2.851  0.08
H 0.286 5.617 6.404  0.35
H 0.232 -3.684 5.722  0.18
H 5.132 -0.624 -8.854  0.29
H -4.061 -3.345 0.680  0.31
H 5.316 -2.825 1.118  0.14
H -0.820 1.633 -8.008  0.23
H -1.374 4.932 4.808  0.16
H -0.364 -1.799 7.196  0.35
H 1.858 4.752 -0.575  0.42
H 0.252 6.437 -1.131  0.36
H -1.002 2.012 5.621  0.27
H 5.536 -4.900 -3.138  0.20
H -2.771 -0.068 3.977  0.28
H -4.011 1.435 2.424  0.29
H 3.248 2.110 -2.107  0.23
H 6.810 2.717 -2.535  0.28
H -1.546 0.347 -8.530  0.27
H 0.142 -1.764 -1.950  0.11
H 1.288 -2.660 0.060  -0.17
H 0.513 4.186 0.167  0.45
H -2.942 -3.094 7.419  0.29
H 2.798 -5.850 -1.407  0.29
H 5.085 -5.332 2.002  0.37
H -2.696 -2.449 5.320  0.34
H -1.012 -1.468 -6.040  0.09
H 0.661 -4.383 -0.971  -0.22
H -2.995 7.943 6.514  0.38
H -1.166 5.750 7.371  0.36
H 1.050 -7.435 -1.344  0.39
H -4.786 -3.648 -0.979  0.39
H -1.923 3.298 -3.805  0.35
H -4.507 -0.472 -1.080  0.30
H 0.148 -4.323 -6.087  0.27
H 4.042 -5.627 -3.601  0.20
H -3.219 3.103 2.512  0.30
H -1.144 5.430 -0.764  0.43
H 4.035 0.581 -2.157  0.19
H 5.799 -2.105 -8.202  0.22
H 2.199 0.034 -0.610  0.08
H 4.142 -2.119 -8.903  0.35
H -1.133 2.428 -5.891  0.41
H 2.614 -2.423 -0.788  -0.32
H 6.573 -3.314 0.078  0.39
H -0.281 -6.301 -1.395  0.15
H -2.374 -1.511 3.005  0.21
H -6.793 4.951 6.788  0.44
H -0.335 1.110 -5.048  -0.42
H -6.816 2.760 3.782  0.33
H -0.511 -0.933 0.309  -1.02
H 0.733 -3.472 2.421  0.20
H 2.616 -2.616 5.382  0.44
H 6.146 1.262 -1.722  0.29
H 1.497 3.042 -0.957  -0.60
H 0.656 7.095 -3.472  0.32
H 1.863 0.990 -3.855  0.13
H -2.533 -1.118 -5.365  0.28
H -5.151 6.456 7.428  0.36
H -0.445 6.860 -4.803  0.40
H 3.604 -1.191 5.225  0.37
H 5.456 -5.487 -4.820  0.44
H -2.169 0.529 -0.077  -0.12
H -1.292 -4.472 6.054  0.29
H -5.205 4.139 6.841  0.35
H -1.300 -3.991 -5.135  0.21
H -2.355 -1.955 8.439  0.27
H -3.038 4.854 6.289  0.55
H 0.374 5.452 -4.198  0.22
H -0.194 -4.279 -3.051  0.24
H 3.229 1.562 -4.794  0.67
H 0.960 1.909 3.234  -0.01
H 1.246 1.169 4.790  0.26
H 2.163 -1.832 -5.461  -0.42
H -2.474 -1.485 -7.072  0.42
H 1.920 -6.391 -3.552  0.74
H 2.835 -4.453 -2.263  -0.62
H 3.174 0.321 -7.252  0.32
H 3.498 -3.779 -5.141  0.16
H 1.244 -4.030 -3.951  -0.60
H -1.277 -5.309 -6.345  0.36
H 3.479 -2.216 -3.536  -0.14
H -5.154 4.465 4.362  0.33
H -0.810 -4.112 2.841  0.63
H 2.443 -0.365 3.303  0.26
H 5.394 2.857 -1.501  0.27
H -4.598 2.128 5.992  0.32
H -1.741 2.280 -0.483  0.29
H -2.551 7.711 4.920  0.28
H 1.813 -1.650 -2.542  -0.96
H -3.261 -2.011 -1.933  0.22
H -1.817 5.367 -3.145  -0.18
H 2.552 -2.084 1.875  0.13
H -1.341 8.049 -2.034  0.29
H 1.490 -0.187 -5.699  -0.66
H 3.832 -4.782 0.220  -0.49
H -5.865 6.930 5.890  0.52
H -3.128 -4.125 -0.607  0.14
H -1.158 2.761 4.098  -0.10
H -3.084 3.555 5.425  0.28
H 2.450 2.343 4.221  0.38
H -0.902 -5.374 0.728  0.36
H -0.844 -2.963 1.567  -0.32
H -2.555 7.110 -1.784  0.27
H -2.635 -0.989 6.226  0.20
H 2.366 -1.229 -7.756  0.57

Output
Lowest unoccupied orbital energy = 0.3 eV
Energy relative to the best compared isomer or geometry (same formula, charge and spin) = 42.7 kcal per mole
Kohn-Sham gap = 9.05 eV

***

Record 2
ORCA calculation (wB97M-V/def2-TZVPD) on a 12-piece molecular cluster, C46H127N11O13 overall in a non-equilibrium geometry.

Each line ends with the Mulliken spin population.
Positions of all 197 atoms, in Å:
O 31.041 22.501 4.769  -0.02
O 27.487 33.057 1.949  -0.02
O 22.322 27.487 1.845  -0.98
O 30.972 28.698 6.764  0.00
O 21.309 22.403 3.881  -0.63
O 26.349 20.004 4.275  0.00
O 23.904 30.415 3.822  -0.32
O 29.536 24.611 9.008  0.00
O 26.463 27.311 -0.397  -0.04
O 27.637 26.278 4.467  0.02
O 24.885 26.258 5.715  -0.05
O 24.811 28.994 7.496  -0.52
O 22.481 22.478 9.958  -0.14
N 24.264 22.587 2.571  -0.15
N 27.845 29.269 -1.912  0.00
N 32.580 23.237 7.356  0.00
N 21.462 32.889 2.595  -0.02
N 18.644 27.038 1.024  -0.14
N 32.754 19.227 4.336  0.00
N 27.048 30.771 3.851  0.01
N 21.807 19.845 2.891  -0.02
N 27.345 28.527 5.998  -0.08
N 22.642 25.008 7.163  -0.24
N 25.457 32.277 9.356  -0.02
C 23.995 24.791 9.099  0.03
C 20.242 21.486 4.031  0.39
C 31.810 24.241 8.125  0.00
C 22.507 32.894 4.637  0.12
C 26.020 29.364 -3.474  0.03
C 33.740 21.391 4.249  0.00
C 22.689 32.370 3.193  0.06
C 21.326 23.381 4.918  0.52
C 26.222 27.471 -1.720  0.09
C 25.320 21.564 2.651  0.06
C 25.624 25.140 5.313  0.08
C 26.793 33.975 1.171  0.04
C 26.510 25.533 4.092  0.10
C 27.175 31.691 1.587  0.02
C 20.883 27.788 1.871  1.10
C 24.905 31.484 8.287  0.07
C 20.474 26.851 -0.456  0.16
C 27.124 19.787 5.436  0.02
C 27.890 29.303 2.271  -0.05
C 32.034 25.551 7.385  0.00
C 28.086 24.230 8.993  -0.01
C 30.341 23.731 8.197  0.01
C 26.416 28.996 -2.051  -0.02
C 29.799 28.505 5.921  0.01
C 28.515 28.738 6.785  -0.01
C 32.555 20.556 4.754  0.00
C 30.096 23.297 4.223  -0.01
C 22.751 30.843 3.129  1.34
C 23.446 28.789 7.248  1.27
C 22.047 23.172 8.773  0.21
C 26.422 22.059 1.774  0.02
C 23.971 28.985 3.974  -1.42
C 25.405 27.535 0.472  -0.21
C 22.647 26.190 2.354  -0.27
C 20.072 26.793 1.032  0.58
C 25.869 21.312 4.110  -0.05
C 23.162 24.035 8.058  -0.21
C 27.844 30.787 2.630  0.00
C 28.537 27.878 8.104  -0.03
C 31.286 21.221 4.168  0.00
C 32.150 28.937 6.066  0.00
C 19.636 19.102 3.218  0.02
C 20.461 20.367 2.974  0.12
C 25.203 29.976 8.519  0.02
C 23.412 21.437 9.747  0.10
C 25.510 31.981 6.942  -0.04
H 26.117 31.431 1.550  0.00
H 33.497 18.991 4.978  0.00
H 24.843 20.636 2.334  0.01
H 28.106 20.218 5.243  0.00
H 26.443 32.380 9.162  -0.01
H 26.826 24.603 3.619  -0.01
H 31.391 21.272 3.084  0.00
H 23.634 26.117 2.809  -0.18
H 26.678 20.303 6.287  0.01
H 21.285 23.877 9.107  0.02
H 23.953 22.685 1.615  -0.01
H 23.417 25.561 9.611  0.02
H 20.649 28.750 1.414  0.35
H 24.871 25.296 8.693  0.03
H 23.819 31.568 8.282  0.02
H 24.245 21.696 9.094  0.00
H 31.663 25.438 6.367  0.00
H 23.012 28.576 4.291  -0.22
H 26.583 28.710 6.635  0.02
H 27.321 34.918 1.315  0.00
H 28.395 29.769 7.119  0.01
H 23.429 25.531 6.806  0.10
H 25.907 29.701 -1.394  -0.01
H 23.272 32.601 5.355  0.06
H 28.098 28.640 -1.163  0.00
H 22.485 33.984 4.640  -0.01
H 25.216 33.254 9.269  0.01
H 21.545 32.544 5.010  -0.04
H 27.560 27.924 8.585  0.02
H 26.260 29.868 8.758  0.01
H 24.786 28.796 4.672  -0.04
H 30.126 24.302 4.643  0.00
H 25.320 26.960 -2.059  -0.03
H 21.626 22.965 5.880  0.35
H 22.942 28.444 8.151  0.00
H 28.786 26.847 7.852  0.01
H 26.616 22.036 4.434  -0.01
H 25.020 29.031 -3.754  -0.02
H 25.302 33.003 6.626  0.00
H 25.338 26.737 6.413  0.01
H 25.753 27.305 1.479  0.00
H 30.473 20.533 4.399  0.00
H 26.994 26.923 -2.258  0.01
H 26.598 31.945 6.879  -0.01
H 24.848 24.462 4.959  0.00
H 25.056 28.568 0.471  0.00
H 29.329 28.280 8.735  -0.01
H 21.360 32.660 1.616  -0.08
H 32.362 28.020 5.517  0.00
H 33.535 22.424 4.529  0.00
H 26.856 33.720 0.113  0.00
H 22.072 24.145 4.699  -0.10
H 27.460 31.488 0.555  -0.01
H 26.799 23.018 2.129  0.00
H 23.429 22.489 3.132  0.06
H 32.017 22.995 6.553  0.00
H 33.261 19.330 3.469  0.00
H 27.154 18.715 5.634  0.00
H 26.268 24.703 6.077  0.00
H 22.905 20.493 9.544  -0.01
H 20.268 20.995 5.004  0.06
H 23.209 28.088 6.448  -0.32
H 24.212 28.546 3.006  0.12
H 20.720 32.288 2.921  -0.06
H 28.327 28.662 3.037  0.01
H 22.285 20.672 3.220  0.05
H 28.364 28.912 -2.701  0.00
H 32.483 20.536 5.842  0.00
H 30.368 22.747 8.666  -0.01
H 21.799 19.252 3.708  -0.02
H 24.387 24.099 9.844  0.01
H 22.012 25.830 3.163  0.29
H 20.444 23.976 5.157  -0.23
H 23.875 21.244 10.714  -0.01
H 23.615 32.731 2.746  0.02
H 33.054 25.934 7.383  0.00
H 26.758 28.968 -4.172  0.00
H 31.485 26.345 7.892  0.00
H 27.637 25.115 9.445  0.00
H 30.113 23.283 3.133  0.00
H 21.446 22.565 8.096  0.13
H 22.070 25.623 7.724  -0.07
H 20.276 25.763 1.327  0.41
H 20.056 18.605 4.093  0.00
H 26.749 31.728 3.973  0.00
H 25.756 34.101 1.485  -0.01
H 20.277 27.858 -0.827  0.02
H 21.542 26.724 -0.633  0.02
H 26.910 28.955 1.944  0.03
H 25.035 21.448 4.799  0.04
H 29.976 23.630 7.175  0.00
H 27.318 27.091 4.866  -0.01
H 26.120 30.444 -3.588  0.01
H 20.520 27.896 2.893  -0.32
H 33.044 29.055 6.679  0.00
H 28.834 31.145 2.914  0.00
H 29.796 29.034 4.968  0.00
H 25.168 31.300 6.163  0.02
H 20.192 20.830 2.025  0.00
H 22.997 29.735 6.947  -0.01
H 29.073 22.992 4.442  0.01
H 25.919 26.164 3.427  -0.04
H 33.790 21.465 3.163  0.00
H 18.390 26.898 1.991  -0.22
H 34.749 21.114 4.556  0.00
H 27.413 29.301 5.352  0.01
H 28.467 29.210 1.351  -0.01
H 29.800 27.433 5.722  0.00
H 22.527 25.363 1.655  -0.04
H 19.867 18.477 2.356  0.01
H 19.234 21.867 3.867  -0.07
H 27.871 24.130 7.929  0.03
H 19.941 26.150 -1.098  -0.08
H 32.298 24.250 9.100  0.00
H 26.174 30.329 3.606  0.00
H 22.823 30.505 2.095  0.07
H 23.822 23.377 7.493  0.00
H 24.760 29.684 9.472  -0.01
H 33.352 23.705 6.903  0.00
H 24.519 26.922 0.304  0.12
H 21.814 30.475 3.547  -0.08
H 26.184 22.158 0.715  -0.01
H 32.131 29.780 5.376  0.00
H 27.322 21.444 1.810  0.00
H 18.573 19.338 3.250  -0.04
H 27.759 23.354 9.553  0.00
H 18.163 26.276 0.569  -0.07

Output
Lowest unoccupied orbital energy (spin up / spin down) = 2.1 / 2.0 eV
Charge = -1
Kohn-Sham gap (spin up / spin down) = 1.52 / 9.08 eV
2S+1 = 2
<S²> = 0.75